Record 1
34
Properties=species:S:1:pos:R:3 method="wB97M-V/def2-TZVPD" energy_ev=-23769.1615 spin_multiplicity=1 smiles="N[C@@H](Cc1c[nH]cn1)C(=O)N1CCC[C@H]1C(=O)O" de_lowest_kj_mol=177.1 homo_energy_ev=-8.701 gap_ev=9.2
C -1.268 -1.304 -0.148
C -0.441 -0.297 -0.997
C -1.851 -0.602 1.121
C -2.316 0.835 0.990
C -1.604 1.968 1.131
C -3.690 2.534 0.858
C 2.026 -1.209 -0.774
C 2.374 -1.402 0.753
C 3.173 -0.707 -1.602
C 3.018 0.805 -1.518
C 1.553 0.983 -1.629
H -0.358 -3.026 -0.646
H -1.362 -3.135 0.758
H -2.006 -1.429 -0.955
H -2.800 -1.071 1.552
H -1.123 -0.642 1.921
H -0.584 2.085 1.291
H -4.609 3.197 0.809
H -2.077 3.961 0.820
H 1.619 -2.107 -1.120
H 3.252 -1.152 -2.658
H 4.133 -0.985 -1.128
H 3.430 1.169 -0.601
H 3.573 1.336 -2.293
H 1.252 1.099 -2.653
H 1.251 1.836 -1.026
H 0.577 -2.053 1.105
N -0.705 -2.575 0.222
N -3.671 1.223 0.726
N -2.434 3.013 1.090
N 0.940 -0.195 -0.952
O -1.044 0.487 -1.667
O 3.515 -1.012 1.097
O 1.414 -1.845 1.583

Record 2
31
Properties=species:S:1:pos:R:3 method="wB97M-V/def2-TZVPD" energy_ev=-19857.5600 spin_multiplicity=1 smiles="O=C(O)CCC(=O)O[C@H]1C[C@@H]2CC[C@H]1C2" de_lowest_kj_mol=0.0 homo_energy_ev=-10.145 gap_ev=10.8
O -4.631 -0.428 0.755
C -4.065 0.373 0.064
O -4.684 1.437 -0.465
H -5.618 1.452 -0.203
C -2.603 0.347 -0.310
C -1.972 -1.012 -0.015
C -0.461 -0.975 -0.165
O 0.148 -1.697 -0.908
O 0.050 -0.054 0.645
C 1.447 0.260 0.747
C 2.047 0.976 -0.478
H 1.319 1.574 -1.024
C 2.742 -0.149 -1.247
H 2.058 -0.898 -1.634
H 3.375 0.227 -2.048
C 3.532 -0.633 -0.033
H 4.195 -1.481 -0.193
C 2.403 -0.928 0.960
H 2.749 -0.993 1.991
H 1.909 -1.863 0.701
C 4.256 0.647 0.409
H 4.481 0.632 1.475
H 5.195 0.763 -0.130
C 3.257 1.764 0.039
H 3.006 2.400 0.887
H 3.654 2.400 -0.752
H 1.447 0.931 1.612
H -2.214 -1.297 1.011
H -2.365 -1.774 -0.688
H -2.508 0.614 -1.364
H -2.104 1.122 0.277

Record 3
34
Properties=species:S:1:pos:R:3 method="wB97M-V/def2-TZVPD" energy_ev=-54270.8737 spin_multiplicity=1 de_lowest_kj_mol=23.0 homo_energy_ev=-20.607 charge=+3 gap_ev=5.0
O -3.465 -3.762 -2.574
C -3.028 -3.087 -1.754
Ti -0.039 0.043 -0.032
C 0.431 0.963 1.879
O 0.669 1.402 2.935
C 1.545 0.667 -1.106
O 2.433 0.886 -1.823
C -1.398 1.446 -0.939
O -2.101 2.176 -1.537
C 1.082 -1.796 0.418
O 1.801 -2.683 0.629
H -0.355 -0.835 -1.399
C 3.529 2.975 0.322
C 2.190 3.408 0.958
P 0.690 2.805 0.057
C -0.723 3.548 1.006
C -0.326 4.629 2.033
C 0.924 3.737 -1.530
C 1.171 5.245 -1.346
H 3.633 1.886 0.312
H 4.332 3.399 0.939
H 3.648 3.359 -0.711
H 2.124 3.016 1.995
H 2.121 4.520 0.977
H -1.454 3.913 0.264
H -1.212 2.707 1.527
H 0.155 5.477 1.529
H -1.245 4.966 2.531
H 0.351 4.207 2.800
H 1.775 3.260 -2.053
H 0.041 3.526 -2.159
H 0.360 5.685 -0.751
H 2.139 5.422 -0.839
H 1.194 5.716 -2.341

Record 4
29
Properties=species:S:1:pos:R:3 method="wB97M-V/def2-TZVPD" energy_ev=-79057.4082 spin_multiplicity=1 smiles="O[C@@H]([SeH])c1ccccc1.C=C(C)C" de_lowest_kj_mol=64.7 homo_energy_ev=-8.725 gap_ev=9.3
C 1.773 1.222 2.255
C 1.001 0.113 2.465
C 2.422 1.542 1.114
C 0.920 -0.801 1.409
C 2.262 0.614 0.057
C 1.513 -0.572 0.209
C -1.159 1.250 -1.496
C -3.290 -0.017 -1.703
C -2.434 0.848 0.633
C 1.451 -1.551 -0.945
C -2.192 0.735 -0.885
O 2.098 -1.073 -2.046
Se 2.352 -3.373 -0.337
H 1.937 2.002 3.040
H 0.628 0.030 3.552
H 2.960 2.375 1.054
H 0.343 -1.754 1.479
H 2.902 0.913 -0.892
H -1.011 0.906 -2.576
H 0.367 -1.770 -1.062
H -0.414 1.760 -1.011
H -4.082 -0.143 -1.038
H -3.419 0.651 -2.541
H -2.966 -1.038 -1.963
H -3.319 1.406 0.927
H -1.660 1.204 1.304
H -2.806 -0.203 0.940
H 2.211 -1.761 -2.781
H 1.611 -3.514 0.836

Record 5
40
Properties=species:S:1:pos:R:3 method="wB97M-V/def2-TZVPD" energy_ev=-79318.1367 s_squared=2.027 spin_multiplicity=3 homo_energy_ev="-8.805 / -8.856" gap_ev="7.4 / 6.0"
H 1.850 -1.594 2.429
N 0.780 -1.400 0.568
B -0.253 -2.003 -1.714
N 0.540 -2.344 -0.435
C 1.076 -3.529 -0.100
Ni 0.132 0.622 0.173
H 0.977 -4.382 -0.758
C 1.696 -3.388 1.130
H 2.215 -4.155 1.668
C 1.495 -2.047 1.515
H -0.383 -2.913 -2.468
C -0.412 2.406 0.132
H -0.228 3.145 0.918
H -1.519 2.344 0.131
H -0.138 2.840 -0.840
N 0.501 -0.807 -2.329
N -1.582 -1.420 -1.202
N 0.780 0.349 -1.585
N -1.622 -0.368 -0.285
C 1.017 -0.680 -3.560
C -2.830 -1.822 -1.492
H 0.909 -1.485 -4.271
H -2.991 -2.643 -2.176
C 1.630 0.560 -3.655
C -3.716 -1.026 -0.781
C 1.467 1.181 -2.409
C -2.930 -0.129 -0.042
H 2.129 0.966 -4.511
H -4.786 -1.087 -0.796
H 1.802 2.170 -2.122
H -3.277 0.655 0.617
H 1.346 1.374 0.764
C 1.254 3.076 3.406
S -0.177 2.100 3.446
O -0.171 1.477 4.759
O -1.216 3.043 3.075
O -0.003 1.012 2.467
H 1.044 3.821 4.148
H 1.478 3.576 2.476
H 2.114 2.506 3.712

Record 6
36
Properties=species:S:1:pos:R:3 method="wB97M-V/def2-TZVPD" energy_ev=-24542.9142 s_squared=2.004 spin_multiplicity=3 homo_energy_ev="-8.441 / -8.441" gap_ev="8.6 / 7.0"
H 1.499 3.719 1.073
N 1.333 1.979 -0.088
B 0.124 0.463 -1.956
N 0.677 1.760 -1.310
C 0.605 2.939 -1.976
Pt 2.416 0.807 1.208
H 0.262 2.969 -2.998
C 0.970 3.952 -1.111
H 0.933 5.008 -1.303
C 1.327 3.324 0.089
H 0.118 0.544 -3.176
C -2.288 -2.608 4.077
H -1.795 -3.276 4.780
H -1.589 -2.332 3.291
H -3.130 -3.132 3.631
N -1.495 0.033 -1.712
N 1.246 -0.497 -1.478
N -1.900 -0.120 -0.422
N 1.964 -0.549 -0.271
C -2.610 -0.229 -2.513
C 1.717 -1.466 -2.298
H -2.575 -0.167 -3.598
H 1.401 -1.516 -3.328
C -3.695 -0.571 -1.684
C 2.538 -2.297 -1.565
C -3.176 -0.494 -0.366
C 2.588 -1.754 -0.276
H -4.719 -0.839 -1.962
H 2.998 -3.208 -1.898
H -3.659 -0.689 0.600
H 2.940 -2.155 0.656
H -2.619 -1.763 4.571
C 2.012 0.579 3.124
H 1.055 1.121 3.099
H 2.722 0.959 3.878
H 1.805 -0.492 3.214